1.
Density functional theory data (ωB97M-V/def2-TZVPD) for 2 unconnected molecules or ions with the total composition C2H6N3O at a distorted geometry.

Last column: natural (NBO) charge in e.
Atoms and positions in Å:
C 0.91 0.77 0.04  0.6727
C -2.57 -0.65 0.02  0.3366
N 2.15 -1.32 0.04  -0.5589
N 1.53 -0.20 -0.14  -0.1077
N 0.35 1.91 0.05  -0.7633
O -1.65 0.10 0.18  -0.5877
H -3.60 -0.36 0.26  0.1348
H -2.44 -1.68 -0.36  0.1278
H 2.90 -1.34 0.72  0.4140
H -0.62 1.96 0.35  0.4693
H 0.78 2.72 -0.38  0.4481
H 2.26 -1.89 -0.78  0.4144

## Properties
energy above the lowest of the compared OMol25 structures with the same formula, charge and spin	336.8	kJ/mol
charge	+1
E_tot	-318.974081	Ha
HOMO energy	-14.15	eV
gap between HOMO and LUMO	10.948	eV

***

2.
Density functional theory data (ωB97M-V/def2-TZVPD) for a molecular structure, C2H6N3O2 at a distorted geometry.

Last column: natural (NBO) charge in e.
Atoms and positions in Å:
C 2.12 0.16 -0.05  0.7451
C 1.02 -0.96 0.18  -0.3767
N -0.86 0.62 1.09  -0.7117
N -0.92 0.38 -1.05  -0.7559
N -0.75 -0.38 0.14  -0.1304
O 3.19 -0.11 0.41  -0.7348
O 1.76 1.22 -0.55  -0.7978
H 1.25 -1.67 1.04  0.1930
H 0.85 -1.64 -0.69  0.1691
H -1.84 0.59 1.20  0.3399
H -0.41 1.57 0.95  0.3535
H -0.06 1.06 -1.31  0.3872
H -1.01 -0.22 -1.90  0.3195

## Properties
energy above the lowest of the compared OMol25 structures with the same formula, charge and spin	440.4	kJ/mol
charge	-1
E_tot	-394.492448	Ha
HOMO energy	-3.99	eV
gap between HOMO and LUMO	8.513	eV

***

3.
Density functional theory data (ωB97M-V/def2-TZVPD) for 2 unconnected molecules or ions with the total composition C2H6N3O2 at a distorted geometry.

Last column: natural (NBO) charge in e.
Atoms and positions in Å:
C -2.23 0.75 -0.02  0.6815
C 1.14 0.07 0.06  0.7353
N 1.62 1.33 0.05  -0.7797
N -0.12 -0.14 0.22  -0.4426
N -0.60 -1.41 0.08  -0.6589
O -2.82 -0.22 0.06  -0.3078
O 1.96 -0.92 -0.06  -0.6165
H -2.09 1.76 -0.29  0.2588
H 0.97 2.03 -0.01  0.4008
H 2.58 1.50 0.42  0.4378
H -0.59 -1.57 -0.90  0.3749
H -1.37 -1.46 0.71  0.3967
H 1.56 -1.72 -0.30  0.5196

## Properties
energy above the lowest of the compared OMol25 structures with the same formula, charge and spin	244.6	kJ/mol
charge	+1
E_tot	-394.188280	Ha
HOMO energy	-13.33	eV
gap between HOMO and LUMO	7.973	eV

***

4.
Density functional theory data (ωB97M-V/def2-TZVPD) for 2 unconnected molecules or ions with the total composition C2H6N3O3 at a distorted geometry.

Last column: natural (NBO) charge in e.
Atoms and positions in Å:
C -0.25 -0.45 1.65  -0.7067
C 0.41 -0.67 0.39  0.2011
N -0.16 -0.74 -0.80  -0.4251
N 1.22 1.86 -0.91  -0.5015
N -1.34 -0.79 -1.30  0.6137
O -2.31 -1.28 -0.71  -0.5174
O -1.46 -0.29 -2.42  -0.4867
O 1.32 1.36 0.30  -0.6252
H -0.11 0.65 2.01  0.2534
H 0.24 -0.97 2.41  0.2008
H -1.36 -0.64 1.70  0.2292
H 1.31 -1.21 0.51  0.1712
H 0.46 1.45 -1.35  0.3173
H 2.02 1.72 -1.49  0.2760

## Properties
energy above the lowest of the compared OMol25 structures with the same formula, charge and spin	960.3	kJ/mol
charge	-1
E_tot	-469.589518	Ha
HOMO energy	-2.65	eV
gap between HOMO and LUMO	6.853	eV

***

5.
Density functional theory data (ωB97M-V/def2-TZVPD) for 2 unconnected molecules or ions with the total composition C2H6N3S at a distorted geometry.

Last column: natural (NBO) charge in e.
Atoms and positions in Å:
C -2.82 0.57 -0.36  -0.1611
C -1.48 -0.52 0.92  0.2451
N -2.78 -0.35 0.54  -0.4299
N -0.61 0.25 0.34  -0.7877
N 2.80 -0.12 -0.25  -0.8425
S -1.26 1.28 -0.72  0.7150
H -3.69 0.73 -1.03  0.2303
H -1.23 -1.33 1.52  0.2000
H 3.39 0.48 0.24  0.4490
H 1.93 0.09 0.16  0.4691
H 2.90 -1.08 -0.08  0.4470
H 2.85 0.00 -1.29  0.4657

## Properties
energy above the lowest of the compared OMol25 structures with the same formula, charge and spin	67.8	kJ/mol
charge	+1
multiplicity	3
E_tot	-641.837391	Ha
<S²>	2.03
HOMO energy (alpha / beta)	-9.32 / -13.87	eV
gap between HOMO and LUMO (alpha / beta)	5.093 / 7.222	eV

***

6.
Density functional theory data (ωB97M-V/def2-TZVPD) for a molecular structure, C2H6N4 at a distorted geometry.

Last column: natural (NBO) charge in e.
Atoms and positions in Å:
C -1.44 0.27 -0.16  0.2226
C 0.85 -0.82 -0.14  0.2680
H 0.35 2.12 -0.79  0.3980
H 1.06 1.68 1.11  0.3677
H -2.11 1.16 -0.01  0.2182
H -1.78 -1.58 0.38  0.3139
H 0.15 -1.76 -0.41  0.1560
H 2.68 -1.43 -0.25  0.3644
N 0.51 1.41 -0.02  -0.6779
N -0.07 0.29 0.06  -0.3160
N -2.27 -0.73 0.11  -0.6572
N 2.06 -0.61 0.11  -0.6580

## Properties
energy above the lowest of the compared OMol25 structures with the same formula, charge and spin	481.9	kJ/mol
charge	0
E_tot	-298.665346	Ha
HOMO energy	-8.45	eV
gap between HOMO and LUMO	9.226	eV